This record from the Open Molecules 2025 dataset describes 12 unconnected molecules or ions with the total composition C33H97N17O12 in a non-equilibrium geometry. The level of theory is ωB97M-V/def2-TZVPD.

Each line ends with the Mulliken charge.
Geometry (Å):
C1 1.545 -0.649 -2.545  -1.545
O1 1.427 -0.344 -1.171  1.021
C2 0.104 -0.551 -0.648  -0.904
C3 -0.034 0.187 0.674  0.844
C4 1.006 -0.239 1.738  -0.539
N1 -1.386 -0.006 1.189  1.148
H1 0.890 0.036 -3.085  -0.134
H2 1.330 -1.711 -2.707  0.606
H3 2.556 -0.560 -2.946  0.521
H4 -0.732 -0.357 -1.325  -0.612
H5 0.008 -1.615 -0.405  0.385
H6 0.163 1.257 0.567  -0.437
H7 1.105 -1.316 1.888  0.604
H8 0.817 0.302 2.666  -0.128
H9 2.010 0.058 1.429  -0.032
H10 -1.445 0.173 2.185  0.093
H11 -1.785 0.833 0.762  -1.013
C5 5.544 -2.400 -7.789  -0.804
O2 4.720 -3.160 -6.944  -0.311
C6 4.652 -2.580 -5.670  -1.017
C7 3.568 -3.300 -4.878  1.620
C8 3.733 -4.808 -4.723  -1.539
N2 2.269 -3.058 -5.542  -0.689
H12 6.581 -2.481 -7.453  0.324
H13 5.258 -1.363 -7.973  0.303
H14 5.541 -2.903 -8.758  0.268
H15 5.641 -2.603 -5.203  0.436
H16 4.340 -1.541 -5.812  0.472
H17 3.453 -2.727 -3.957  -0.541
H18 2.983 -5.182 -4.024  0.399
H19 4.698 -5.185 -4.376  0.321
H20 3.585 -5.296 -5.686  0.381
H21 2.269 -3.464 -6.467  0.253
H22 1.511 -3.418 -4.980  0.226
C9 1.825 2.970 2.053  -0.443
O3 2.794 1.942 2.051  0.265
C10 3.983 2.378 2.673  -1.157
C11 4.969 1.274 2.770  0.340
C12 5.181 0.498 1.444  -0.822
N3 4.589 0.331 3.852  -0.580
H23 0.956 2.521 1.568  -0.039
H24 2.137 3.835 1.465  0.288
H25 1.473 3.247 3.050  0.290
H26 4.407 3.304 2.267  0.412
H27 3.730 2.812 3.650  0.411
H28 5.882 1.722 3.171  0.534
H29 5.464 1.264 0.721  0.357
H30 4.252 0.019 1.143  -0.121
H31 6.010 -0.197 1.561  0.293
H32 3.923 -0.277 3.379  0.039
H33 5.351 -0.327 3.980  0.281
C13 -3.805 3.502 -6.078  -0.844
O4 -2.769 2.534 -5.931  -0.101
C14 -1.551 3.122 -6.421  -1.093
C15 -0.340 2.454 -5.788  0.659
C16 -0.367 2.560 -4.246  -0.660
N4 0.831 3.056 -6.400  -0.773
H34 -3.798 3.933 -7.081  0.349
H35 -3.671 4.232 -5.278  0.310
H36 -4.769 3.002 -5.977  0.222
H37 -1.596 3.212 -7.508  0.384
H38 -1.394 4.160 -6.102  0.441
H39 -0.413 1.380 -5.991  0.257
H40 0.515 1.990 -3.942  -0.190
H41 -1.216 2.100 -3.745  0.123
H42 -0.198 3.593 -3.940  0.397
H43 1.062 2.557 -7.253  0.291
H44 1.650 2.811 -5.851  0.273
C17 -7.123 -0.788 -1.968  -0.857
O5 -5.936 -0.972 -2.709  -0.441
C18 -4.819 -0.249 -2.222  -0.792
C19 -3.566 -0.705 -2.995  1.404
C20 -3.718 -0.621 -4.534  -1.489
N5 -3.374 -2.107 -2.645  -0.476
H45 -7.041 -1.292 -0.999  0.295
H46 -7.985 -1.234 -2.463  0.306
H47 -7.482 0.208 -1.689  0.312
H48 -4.924 0.838 -2.271  0.512
H49 -4.684 -0.471 -1.159  0.288
H50 -2.776 -0.034 -2.650  -0.754
H51 -4.553 -1.228 -4.881  0.340
H52 -2.795 -0.794 -5.088  0.447
H53 -3.957 0.393 -4.866  0.184
H54 -2.895 -2.596 -3.390  0.220
H55 -4.298 -2.521 -2.595  0.350
C21 -4.851 1.777 7.798  -0.796
O6 -3.654 1.959 7.066  -0.389
C22 -3.550 1.128 5.924  -1.067
C23 -2.158 1.177 5.289  1.138
C24 -1.823 2.501 4.682  -1.112
N6 -2.025 0.116 4.263  0.097
H56 -4.715 2.307 8.740  0.279
H57 -4.848 0.719 8.077  0.344
H58 -5.724 2.126 7.246  0.279
H59 -3.783 0.083 6.165  0.496
H60 -4.373 1.362 5.241  0.506
H61 -1.454 0.914 6.081  -0.119
H62 -2.057 3.374 5.295  0.393
H63 -2.276 2.735 3.719  0.222
H64 -0.731 2.541 4.633  -0.024
H65 -1.018 0.013 4.177  -0.520
H66 -2.339 -0.713 4.758  0.341
C25 0.919 -1.580 5.072  -0.847
O7 0.371 -0.376 5.530  -0.433
C26 1.243 0.716 5.775  0.521
C27 2.313 0.485 6.837  0.396
C28 1.848 0.801 8.224  -1.542
N7 3.492 1.280 6.582  -0.685
H67 1.712 -1.434 4.334  0.181
H68 0.132 -2.265 4.760  0.351
H69 1.421 -2.044 5.928  0.380
H70 1.800 0.873 4.845  -0.772
H71 0.668 1.607 6.033  0.312
H72 2.615 -0.551 6.665  0.321
H73 2.419 0.234 8.958  0.358
H74 0.834 0.425 8.391  0.343
H75 1.758 1.872 8.404  0.379
H76 3.759 1.126 5.613  0.215
H77 3.254 2.263 6.661  0.369
N8 -6.496 -1.886 2.840  -0.377
C29 -5.711 -0.864 3.137  0.616
N9 -4.384 -1.097 2.907  0.060
O8 -6.063 0.239 3.517  -0.695
H78 -6.066 -2.725 2.491  0.188
H79 -7.473 -1.705 2.996  0.244
H80 -3.616 -0.449 3.005  -0.192
H81 -4.042 -1.991 2.575  0.151
N10 5.105 -3.745 -0.176  -0.450
C30 4.678 -2.593 -0.750  0.539
N11 3.506 -2.758 -1.320  0.072
O9 5.322 -1.532 -0.761  -0.654
H82 6.042 -3.805 0.186  0.292
H83 4.648 -4.573 -0.516  0.139
H84 3.135 -1.896 -1.698  -0.564
H85 2.917 -3.571 -1.312  0.270
N12 4.296 1.085 -1.812  0.163
C31 5.357 1.892 -1.984  0.475
N13 6.549 1.274 -1.863  -0.267
O10 5.256 3.068 -2.286  -0.748
H86 3.402 1.450 -2.086  -0.002
H87 4.540 0.175 -1.444  0.014
H88 7.335 1.829 -2.157  0.210
H89 6.631 0.271 -1.819  0.173
N14 -3.738 3.232 -1.407  -0.355
C32 -3.287 2.533 -0.398  0.526
N15 -4.175 1.946 0.390  -0.109
O11 -2.066 2.438 -0.169  -0.668
H90 -3.181 3.833 -1.988  0.229
H91 -4.740 3.338 -1.433  0.157
H92 -3.903 1.328 1.137  -0.146
H93 -5.121 2.285 0.450  0.230
N16 -2.601 -2.482 0.191  0.247
C33 -3.046 -3.602 0.758  0.641
N17 -3.444 -4.503 -0.140  -0.461
O12 -3.174 -3.814 1.964  -0.758
H94 -2.432 -1.639 0.735  0.046
H95 -2.614 -2.446 -0.822  0.200
H96 -3.452 -4.376 -1.136  0.200
H97 -4.166 -5.083 0.262  0.230

The calculation puts the HOMO-LUMO gap at 8.6 eV. As for the total charge: 0. For the energy, the calculation gives -3149.28234 hartree. As for the HOMO energy: -8.512 eV. As for the SMILES: COC[C@H](C)N.COC[C@H](C)N.COC[C@H](C)N.COC[C@H](C)N.COC[C@H](C)N.COC[C@H](C)N.COC[C@H](C)N.NC(N)=O.NC(N)=O.NC(N)=O.NC(N)=O.NC(N)=O.